{"formula": "C8H17Br3N3", "method": "the ωB97M-V functional and the def2-TZVPD basis", "lumo_ev": -4.27, "e_homo_ev": -12.37, "relative_energy_kcal_mol": 119.6, "charge": 1, "symbols": ["C", "C", "C", "C", "N", "C", "C", "N", "C", "N", "H", "H", "H", "H", "H", "H", "H", "H", "H", "H", "H", "H", "H", "H", "H", "H", "C", "Br", "Br", "Br", "H"], "coordinates": [[2.07, 0.08, 0.71], [1.32, 1.57, 0.67], [0.70, 1.84, -0.84], [-0.92, 2.11, -0.86], [-1.78, 0.87, -0.80], [-1.09, -0.46, -0.59], [-2.44, -1.44, -0.80], [-3.38, -0.63, 0.11], [-2.88, 0.83, 0.25], [-3.35, 1.79, 1.12], [1.89, -0.51, -0.31], [3.22, 0.18, 0.94], [1.49, -0.56, 1.53], [2.21, 2.34, 0.88], [0.48, 1.65, 1.50], [1.05, 1.02, -1.63], [1.22, 2.85, -1.21], [-1.16, 2.63, -1.91], [-1.20, 2.93, -0.05], [-0.83, -0.72, 0.55], [-0.18, -0.77, -1.25], [-2.83, -1.12, -1.88], [-2.33, -2.58, -0.58], [-3.38, -1.01, 1.11], [-3.41, 2.82, 0.90], [-3.75, 1.50, 2.06], [3.90, -3.33, 0.07], [3.39, -3.54, 1.93], [5.29, -4.59, -0.45], [2.36, -3.43, -1.12], [4.32, -2.33, -0.04]]}

{"formula": "C8H17Cl2CoNO4P", "method": "the ωB97M-V functional and the def2-TZVPD basis", "lumo_ev": [-7.20, -11.03], "e_homo_ev": [-16.13, -16.12], "charge": 2, "multiplicity": 5, "symbols": ["C", "C", "H", "H", "H", "O", "Cl", "Co", "P", "C", "C", "H", "H", "H", "C", "H", "H", "H", "H", "H", "H", "C", "O", "Cl", "N", "C", "C", "O", "O", "H", "H", "H", "H", "H"], "coordinates": [[-3.55, 2.09, -0.30], [-2.15, 1.68, 0.05], [-3.72, 1.64, -1.28], [-3.70, 3.18, -0.36], [-4.26, 1.67, 0.42], [-1.48, 0.92, -0.63], [-1.47, 2.27, 1.51], [2.09, -1.02, 0.26], [-0.24, -1.89, 1.24], [-0.41, -3.61, 0.64], [0.14, -2.22, 3.02], [-2.19, -0.65, 2.08], [-2.48, -2.41, 2.04], [-2.55, -1.45, 0.53], [-2.04, -1.56, 1.50], [0.02, -1.28, 3.56], [-0.55, -2.99, 3.41], [-1.08, -4.17, 1.31], [0.58, -4.08, 0.62], [1.20, -2.54, 3.09], [-0.83, -3.57, -0.37], [1.59, -1.87, -1.19], [1.30, -2.44, -2.15], [3.06, -0.89, 2.18], [1.90, 3.33, -2.75], [2.90, 2.62, -1.92], [2.15, 1.37, -1.43], [2.79, 0.58, -0.65], [1.00, 1.21, -1.87], [2.01, 3.02, -3.72], [2.04, 4.34, -2.76], [0.95, 3.07, -2.45], [3.76, 2.38, -2.55], [3.21, 3.28, -1.10]]}

{"formula": "C8H17Cl2IrNO3P", "method": "the ωB97M-V functional and the def2-TZVPD basis", "lumo_ev": [-11.84, -15.64], "e_homo_ev": [-19.25, -21.68], "charge": 3, "multiplicity": 6, "symbols": ["C", "C", "H", "H", "H", "O", "Cl", "Ir", "P", "C", "C", "H", "H", "H", "C", "H", "H", "H", "H", "H", "H", "C", "O", "Cl", "C", "C", "N", "O", "H", "H", "H", "H", "H"], "coordinates": [[-0.93, -3.05, -2.43], [-1.21, -1.73, -1.78], [-1.88, -3.46, -2.81], [-0.48, -3.73, -1.70], [-0.25, -2.92, -3.28], [-2.27, -1.14, -1.97], [1.80, -2.94, 0.38], [0.35, -1.40, -0.58], [-0.04, 0.78, -1.38], [-1.59, 1.50, -0.72], [1.15, 2.16, -1.08], [0.88, 0.14, -3.52], [0.07, 1.74, -3.61], [-0.92, 0.24, -3.59], [0.00, 0.72, -3.22], [2.15, 1.84, -1.39], [0.87, 3.08, -1.62], [-1.77, 2.47, -1.19], [-1.46, 1.59, 0.36], [1.15, 2.35, 0.00], [-2.42, 0.81, -0.94], [-1.02, -1.47, 0.68], [-1.93, -1.61, 1.39], [2.13, -0.12, 0.37], [1.08, 1.38, 4.26], [0.38, 0.47, 3.28], [0.75, -0.84, 3.44], [-0.47, 0.85, 2.46], [0.99, 1.00, 5.29], [0.65, 2.38, 4.20], [2.15, 1.44, 4.01], [0.54, -1.49, 2.68], [1.55, -1.07, 4.01]]}